(1)
C14H36O6S4 | ωB97M-V/def2-TZVPD

E_LUMO: 0.3 eV
Multiplicity: 1
E: -70721.46303 eV
HOMO: -8.7 eV
Kohn-Sham gap: 8.991 eV

The geometry in XYZ format:
```
60
Properties=species:S:1:pos:R:3:forces:R:3:lowdin_charge:R:1
C -1.025 0.151 -0.955 0.70 0.62 0.90 -0.257
S -1.899 0.492 0.659 1.10 0.91 -0.14 0.827
O -0.809 0.702 1.690 -1.07 -0.15 -1.12 -0.582
C -2.522 2.161 0.129 0.23 -0.07 1.32 -0.269
H -0.484 -0.793 -0.889 -0.79 -0.42 -0.09 0.044
H -0.179 0.837 -0.984 -0.22 0.55 0.06 0.046
H -1.644 0.318 -1.837 -0.11 -0.40 0.20 0.047
H -2.942 2.714 0.970 -0.67 -0.85 0.52 0.041
H -3.310 2.003 -0.607 0.45 0.34 -0.34 0.048
H -1.710 2.877 -0.003 0.38 -0.52 -1.31 0.056
C 7.798 2.100 4.405 -2.34 0.30 -0.93 -0.226
S 6.868 3.298 3.312 1.38 0.18 -1.03 0.823
O 7.935 3.826 2.375 -0.97 -0.08 0.65 -0.592
C 5.919 2.118 2.300 0.31 -0.87 0.35 -0.275
H 8.697 1.768 3.885 0.11 0.46 0.43 0.060
H 7.074 1.286 4.453 0.29 -0.34 0.41 0.026
H 7.780 2.626 5.359 0.92 -0.32 -0.06 0.038
H 5.174 2.518 1.612 0.37 0.60 0.18 0.051
H 5.395 1.409 2.940 -0.02 0.06 0.19 0.041
H 6.683 1.564 1.753 -0.05 0.01 -0.20 0.053
C 0.757 4.268 -9.279 -0.41 -0.34 -0.62 -0.282
S 0.267 4.781 -7.592 -0.85 2.69 -0.62 0.853
O 0.379 6.318 -7.416 0.12 -2.91 -0.65 -0.581
C -1.532 4.485 -7.811 -0.12 -0.64 0.84 -0.277
H 0.105 4.648 -10.066 0.22 1.06 0.20 0.050
H 0.553 3.215 -9.473 0.25 -0.46 0.92 0.047
H 1.816 4.436 -9.476 -0.18 0.28 0.16 0.049
H -2.116 4.757 -8.691 0.83 0.46 -0.36 0.058
H -1.973 4.998 -6.957 0.06 0.01 0.03 0.043
H -1.697 3.418 -7.664 0.08 -0.14 0.10 0.040
C -0.609 -2.578 9.124 0.54 -0.09 1.30 -0.270
S 1.209 -2.370 8.890 1.25 -0.31 -0.23 0.817
O 2.041 -2.726 10.136 -2.02 0.96 -1.59 -0.577
C 1.294 -0.498 8.706 0.04 -0.61 1.16 -0.241
H -0.850 -3.588 9.457 0.61 -0.28 -0.21 0.044
H -1.173 -2.427 8.203 0.28 0.57 0.09 0.052
H -0.873 -1.983 9.998 -0.43 0.50 -0.38 0.047
H 1.234 -0.201 9.753 -0.03 0.28 0.03 0.039
H 0.545 0.046 8.130 -0.21 -0.62 -0.13 0.050
H 2.286 -0.224 8.348 -0.03 -0.39 -0.06 0.040
C -9.520 -0.213 -6.556 0.54 0.29 0.54 -0.027
C -8.697 0.673 -5.547 -0.39 -1.78 1.08 -0.447
O -8.515 0.402 -4.356 -0.43 0.58 -2.52 0.044
C -8.133 1.918 -6.208 -0.03 -0.04 1.65 -0.036
H -8.926 -0.322 -7.463 -0.19 0.55 -0.27 0.069
H -10.449 0.332 -6.721 0.08 0.14 -0.45 0.077
H -9.815 -1.242 -6.351 0.26 0.15 1.02 0.071
H -7.689 2.466 -5.377 0.36 0.11 -0.19 0.078
H -8.934 2.564 -6.567 0.10 -0.27 -0.61 0.085
H -7.367 1.631 -6.929 -0.29 0.26 -0.25 0.086
C 4.345 -7.744 1.946 -1.18 0.72 -0.49 -0.019
C 3.474 -6.529 2.297 0.96 1.87 -1.35 -0.496
O 3.672 -5.418 1.789 0.00 -2.01 0.63 0.042
C 2.372 -6.726 3.242 -0.60 -0.24 0.83 -0.038
H 3.656 -8.420 1.440 -0.06 -0.08 -0.42 0.080
H 4.678 -8.370 2.774 0.47 0.58 0.14 0.081
H 5.064 -7.360 1.223 0.38 -0.52 0.36 0.083
H 1.867 -5.800 3.516 0.31 0.02 -0.03 0.089
H 2.853 -7.191 4.103 -0.44 -0.09 0.38 0.089
H 1.605 -7.401 2.861 0.15 -0.25 -0.06 0.090
```
Forces are in eV/Å.



(2)
C4H9N3S | ωB97M-V/def2-TZVPD

Structure (SMILES): [H]/N=C(\N)CC/C=N\S
E_LUMO: 0.5 eV
Multiplicity: 1
E: -19596.56934 eV
HOMO: -8.3 eV
Kohn-Sham gap: 8.826 eV

The geometry in XYZ format:
```
17
Properties=species:S:1:pos:R:3:forces:R:3:lowdin_charge:R:1
H 0.641 2.145 -1.709 -0.52 -1.55 1.58 0.110
N 0.264 1.551 -0.894 1.07 1.30 -0.46 0.068
C 0.995 0.565 -0.536 -0.33 -0.08 -2.42 -0.573
N 2.039 0.070 -1.235 4.26 -2.14 -2.21 0.058
C 0.693 -0.404 0.502 0.60 -2.31 4.86 -0.190
C -0.628 -0.135 1.317 1.68 0.74 2.01 -0.219
C -1.623 -1.129 0.772 -0.17 -0.23 1.21 -0.336
N -2.465 -0.855 -0.141 -0.02 0.49 -0.11 -0.345
S -2.676 0.765 -0.845 0.59 -0.87 0.92 0.639
H 2.689 -0.647 -0.717 -2.00 1.95 -1.65 0.139
H 2.147 0.038 -2.314 -0.48 0.58 2.92 0.150
H 1.656 -0.505 1.294 -2.34 0.63 -2.07 0.171
H 0.645 -1.502 0.146 0.12 1.95 -0.05 0.134
H -0.338 -0.108 2.542 -1.28 -0.52 -3.40 0.167
H -0.989 0.883 1.052 0.41 -0.73 0.67 0.044
H -1.564 -2.189 1.231 -0.38 1.53 -1.09 0.133
H -1.485 1.457 -0.466 -1.19 -0.74 -0.71 -0.151
```
Forces are in eV/Å.



(3)
C22H19BiN7O9S2 | ωB97M-V/def2-TZVPD

E_LUMO: 1.6 eV
Multiplicity: 1
E: -79488.34589 eV
HOMO: -5.9 eV
Kohn-Sham gap: 7.479 eV
Charge: -1

The geometry in XYZ format:
```
60
Properties=species:S:1:pos:R:3:forces:R:3:lowdin_charge:R:1
Bi -0.729 1.513 1.166 0.55 -0.04 0.29 1.914
O 0.345 1.140 5.354 -0.03 0.04 0.00 0.037
C 0.349 1.363 4.147 0.11 0.05 -0.01 -0.493
N -0.730 1.591 3.375 -0.13 0.05 -0.01 -0.143
C -2.018 1.315 3.978 0.03 -0.10 -0.11 -0.176
C -2.557 0.018 3.405 0.19 -0.02 -0.05 -0.246
C -3.524 -0.753 4.031 -0.06 0.00 0.04 -0.016
C -3.874 -1.968 3.470 -0.02 -0.01 0.02 -0.063
C -3.248 -2.392 2.307 0.00 -0.02 0.00 -0.051
C -2.314 -1.560 1.719 -0.03 0.08 0.01 -0.098
N -1.998 -0.379 2.260 -0.11 -0.13 -0.06 0.001
C 1.664 1.352 3.408 -0.05 -0.07 -0.07 -0.216
C 2.863 1.488 4.083 0.04 0.01 0.04 0.004
C 4.032 1.449 3.345 0.01 0.00 0.00 -0.049
C 3.970 1.243 1.974 0.01 0.00 0.02 -0.042
C 2.730 1.088 1.380 -0.06 0.00 0.06 -0.103
N 1.607 1.147 2.096 0.04 0.08 -0.11 -0.002
H -1.904 1.220 5.057 -0.01 -0.01 0.02 0.118
H -2.715 2.126 3.763 -0.04 0.01 0.00 0.107
H -3.978 -0.408 4.951 0.03 0.00 0.00 0.116
H -4.618 -2.593 3.949 0.00 0.01 -0.01 0.105
H -3.477 -3.349 1.860 0.01 0.01 0.00 0.103
H -1.780 -1.825 0.812 -0.02 0.05 -0.01 0.085
H 2.851 1.630 5.153 -0.03 0.01 -0.01 0.119
H 4.989 1.578 3.836 0.00 -0.01 -0.01 0.105
H 4.867 1.200 1.371 -0.02 -0.01 -0.01 0.104
H 2.615 0.892 0.322 -0.01 0.00 -0.02 0.097
C 2.501 -3.096 -6.854 -0.02 0.04 0.03 -0.062
C 2.103 -2.537 -5.512 -0.01 0.01 -0.05 -0.287
C 2.666 -3.018 -4.336 0.03 -0.02 0.03 -0.048
C 2.293 -2.504 -3.102 0.01 0.02 -0.07 -0.054
C 1.354 -1.486 -3.035 0.00 -0.14 0.02 -0.262
C 0.788 -0.984 -4.201 0.06 0.03 -0.02 -0.058
C 1.164 -1.512 -5.427 0.00 0.00 0.00 -0.045
S 0.777 -0.959 -1.434 0.24 0.27 -0.14 0.500
O 0.600 0.498 -1.571 0.01 0.06 0.15 -0.416
O 1.805 -1.353 -0.490 -0.09 0.07 -0.02 -0.348
N -0.523 -1.723 -1.141 -0.08 -0.53 0.38 -0.211
C -1.715 -1.533 -1.937 0.21 0.19 0.08 -0.211
C -2.161 -0.087 -1.803 -0.16 0.09 0.04 -0.558
O -1.954 0.654 -2.885 0.04 0.02 -0.18 -0.054
O -2.598 0.344 -0.751 0.06 0.26 -0.02 -0.025
H 3.147 -3.967 -6.745 0.00 0.01 0.00 0.068
H 3.038 -2.351 -7.445 0.00 -0.01 0.00 0.077
H 1.622 -3.395 -7.428 0.01 -0.01 -0.01 0.075
H 3.407 -3.809 -4.385 -0.01 0.01 0.00 0.105
H 2.726 -2.873 -2.181 -0.01 -0.02 -0.02 0.107
H 0.066 -0.180 -4.145 -0.02 0.00 0.02 0.098
H 0.720 -1.120 -6.337 0.00 0.00 0.02 0.111
H -2.481 -2.165 -1.486 -0.14 0.02 -0.14 0.108
H -1.600 -1.799 -2.993 0.03 -0.03 -0.03 0.106
O -1.603 2.681 -1.707 0.26 -0.28 -0.39 0.125
N -1.243 2.153 -2.625 -0.45 0.15 0.33 0.180
S -4.667 4.073 0.116 -0.07 0.03 0.01 0.528
C -3.502 3.239 0.840 0.13 -0.08 -0.10 -0.967
N -2.648 2.626 1.370 -0.37 0.17 0.18 -0.120
O 1.045 4.131 2.874 -0.05 -0.03 0.07 0.016
N 0.633 4.539 1.795 0.20 0.08 -0.05 -0.559
O 0.703 5.701 1.436 -0.06 -0.06 0.04 0.032
O 0.120 3.688 0.955 -0.16 -0.30 -0.20 -0.269
```
Forces are in eV/Å.



(4)
C2H8IN2 | ωB97M-V/def2-TZVPD

E_LUMO: -4.7 eV
Multiplicity: 1
E: -13276.35754 eV
HOMO: -13.4 eV
Kohn-Sham gap: 8.623 eV
Charge: +1

The geometry in XYZ format:
```
13
Properties=species:S:1:pos:R:3:forces:R:3:lowdin_charge:R:1
C -0.839 -0.450 0.429 0.51 -0.13 -1.18 -0.283
C -0.245 0.759 -0.350 -1.69 -0.68 -1.20 -0.245
N -0.281 -1.652 -0.069 0.15 -0.16 -1.05 -0.047
N -0.330 1.956 0.088 0.07 -0.76 3.25 0.166
I 2.497 0.058 0.091 0.78 -0.71 -0.82 0.749
H -0.504 -0.439 1.435 0.38 0.84 1.17 0.103
H -1.942 -0.526 0.537 0.30 1.10 -0.74 0.151
H -0.065 0.845 -1.456 -0.30 -1.37 1.01 0.147
H -0.706 -2.089 -0.887 0.01 -0.04 0.81 0.105
H -0.064 -2.208 0.721 0.16 -1.37 -0.09 0.071
H -0.273 2.135 1.104 -0.61 0.26 -0.86 0.174
H -0.152 2.658 -0.546 0.59 2.30 -1.15 0.110
H 2.904 -1.046 -1.096 -0.35 0.72 0.84 -0.201
```
Forces are in eV/Å.



(5)
C5H9NO2 | ωB97M-V/def2-TZVPD

Structure (SMILES): O[C@@H]1C[C@H](O)[C@@H]2N[C@@H]21
E_LUMO: 0.4 eV
Multiplicity: 1
E: -10912.66719 eV
HOMO: -9.4 eV
Kohn-Sham gap: 9.822 eV

The geometry in XYZ format:
```
17
Properties=species:S:1:pos:R:3:forces:R:3:lowdin_charge:R:1
O -1.632 -1.180 0.550 -2.42 1.60 -3.77 -0.096
C -0.614 -0.381 1.115 -0.10 -0.46 2.31 -0.383
C -0.608 0.966 0.450 -3.54 1.13 1.52 -0.118
C 0.285 0.793 -0.760 2.84 4.07 2.70 -0.418
O -0.247 0.420 -1.926 -1.93 0.24 -3.94 -0.002
C 1.348 -0.160 -0.207 1.77 1.49 -2.78 -0.247
N 1.157 -1.563 -0.357 -2.36 -1.74 -2.38 0.089
C 0.766 -0.935 0.850 1.88 -0.92 3.09 -0.256
H -2.110 -0.647 -0.368 2.46 -2.31 4.28 0.225
H -0.691 -0.356 2.285 -0.49 0.04 -2.07 0.173
H -0.391 1.832 1.148 0.66 -1.13 -0.87 0.139
H -1.740 1.162 0.327 1.53 0.06 -0.68 0.140
H 0.825 1.818 -0.784 -0.59 -1.38 -0.72 0.165
H -0.490 1.167 -2.570 0.68 -1.54 1.87 0.161
H 2.383 0.125 -0.454 -0.38 0.11 0.93 0.147
H 0.327 -1.769 -0.979 1.09 0.18 0.91 0.128
H 1.432 -1.291 1.680 -1.12 0.56 -0.40 0.155
```
Forces are in eV/Å.



(6)
C3H15NO3 | ωB97M-V/def2-TZVPD

E_LUMO (alpha / beta): 3.6 / 3.5 eV
Multiplicity: 2
E: -10985.24470 eV
HOMO (alpha / beta): 0.8 / -5.7 eV
Kohn-Sham gap (alpha / beta): 2.800 / 9.204 eV
Charge: -1

The geometry in XYZ format:
```
22
Properties=species:S:1:pos:R:3:forces:R:3:lowdin_spin:R:1
C -1.530 0.315 1.691 -0.27 0.42 -2.52 0.041
C -0.744 1.604 1.403 0.92 -0.57 -0.12 0.006
C -0.035 1.446 0.054 1.95 0.49 -0.49 0.046
N -0.836 -0.942 1.363 0.84 1.34 0.98 0.028
H -2.430 0.434 1.115 -0.72 -0.21 -0.92 0.021
H -1.943 0.355 2.643 -0.07 -0.39 2.29 0.004
H -0.103 1.725 2.283 0.69 0.23 -0.42 0.001
H -1.319 2.522 1.354 -0.80 -0.15 0.23 0.002
H -0.689 1.149 -0.761 -0.28 -0.44 0.21 0.023
H 0.798 0.720 0.146 -0.70 0.05 -0.20 0.007
H 0.505 2.315 -0.429 -0.71 -0.19 1.10 0.007
H -0.469 -0.956 0.418 -0.36 -0.02 -0.08 0.028
H -1.440 -1.723 1.492 -0.47 -0.53 -0.09 0.040
H 2.638 -1.507 1.112 -0.27 0.59 0.14 0.010
H 2.318 -0.160 1.843 -0.34 -0.28 0.16 0.004
O 2.737 -0.541 1.071 0.57 -0.34 -0.38 0.032
H 1.591 0.542 -2.194 0.01 -1.33 0.21 0.015
H 0.523 -0.512 -3.011 1.08 -0.45 1.06 0.039
O 0.867 0.360 -2.789 -0.69 1.96 -1.34 0.095
H -1.408 -2.406 -1.880 -0.13 -0.08 -0.14 0.123
H -1.204 -1.078 -2.646 -0.66 0.07 -0.09 0.096
O -0.759 -1.697 -2.049 0.43 -0.16 0.38 0.332
```
Forces are in eV/Å.